Density functional theory data (wB97M-V/def2-TZVPD) for 13 unconnected molecules or ions with the total composition C62H108N8O28.

Last column: Löwdin charge in e.
Positions of all 206 atoms, in Å:
O 2.88 -26.45 -24.71  0.076
N -3.94 -31.29 -23.85  0.042
H 7.10 -39.64 -22.20  0.113
H 10.82 -27.36 -16.34  0.085
H 6.07 -35.67 -19.38  0.085
H 3.93 -34.19 -22.92  0.071
H -3.54 -35.87 -16.41  0.088
H 0.69 -25.01 -15.24  0.085
O 5.67 -31.26 -29.08  0.136
H 1.86 -24.77 -13.88  0.081
C 6.59 -31.76 -28.47  -0.360
C 1.51 -38.36 -27.51  -0.062
H 10.55 -38.92 -23.77  0.066
C 8.91 -33.03 -27.14  -0.235
H -0.55 -37.87 -29.59  0.129
H -3.71 -32.23 -24.15  0.062
H -7.78 -40.05 -21.56  0.131
H 10.08 -40.57 -22.71  0.132
C -0.06 -37.06 -29.06  -0.204
H 10.95 -30.97 -20.99  0.074
C -7.84 -37.95 -24.29  -0.273
H 5.72 -42.52 -21.53  0.073
C 5.55 -32.23 -9.72  0.076
H 6.12 -33.77 -28.94  0.147
O -1.89 -44.73 -18.30  0.104
H 2.28 -42.73 -11.14  0.067
H -0.67 -30.68 -22.97  0.079
C 0.29 -37.46 -27.65  -0.456
C 2.54 -25.87 -16.49  -0.178
O 10.48 -29.44 -16.81  -0.167
C 2.47 -39.65 -14.25  -0.117
H 1.50 -39.78 -11.72  0.125
C -3.37 -44.66 -20.17  -0.200
H 1.75 -25.79 -17.24  0.119
C 4.45 -35.04 -22.47  -0.042
H 5.97 -32.03 -8.74  0.128
C 7.79 -33.74 -27.76  -0.240
C -3.58 -44.40 -21.48  0.062
H -1.17 -38.84 -27.38  0.069
H 0.56 -36.52 -27.18  0.137
H 9.52 -30.91 -26.84  0.128
O 4.80 -34.11 -19.43  -0.191
C 3.79 -33.41 -11.03  -0.286
C 6.21 -27.72 -23.61  0.071
C -1.16 -35.35 -30.22  -0.159
H 5.13 -26.28 -15.89  0.059
C -2.38 -32.09 -15.91  -0.383
C -0.99 -31.42 -16.18  -0.072
H 5.95 -34.70 -18.02  0.092
H 2.48 -27.32 -24.75  0.106
H 1.50 -39.18 -28.23  0.074
C 9.25 -39.87 -22.59  -0.417
H -0.67 -40.67 -11.15  0.067
H -1.05 -30.81 -27.56  0.084
H -3.49 -32.22 -14.20  0.059
O 9.90 -33.58 -26.55  0.069
O 6.08 -31.35 -13.25  0.081
C -2.05 -30.95 -25.31  -0.224
C 7.65 -30.96 -27.82  -0.232
H -0.17 -31.62 -15.50  0.072
H 3.48 -41.69 -11.87  0.069
C 4.44 -32.99 -9.76  -0.223
H 3.11 -33.86 -8.72  0.108
C -5.68 -37.68 -23.03  -0.239
H -3.97 -45.53 -18.55  0.104
H -1.64 -32.13 -22.81  0.079
H 2.45 -37.84 -27.73  0.074
H 2.11 -34.87 -22.36  0.071
C 4.80 -27.77 -23.98  -0.327
C -2.67 -43.54 -22.20  -0.324
H -0.24 -35.15 -30.77  0.087
H -0.10 -42.15 -11.13  0.063
H 5.59 -40.85 -21.00  0.079
O 7.65 -41.40 -21.45  -0.197
H 9.23 -37.84 -21.77  0.083
O -0.87 -35.88 -29.00  -0.170
H -1.77 -36.03 -30.82  0.088
C -8.19 -39.03 -23.28  -0.198
C 8.72 -31.52 -27.23  0.090
O -1.14 -41.79 -21.92  0.108
H -2.17 -34.10 -16.84  0.118
H 6.40 -42.19 -20.06  0.080
H 12.73 -31.68 -17.75  0.073
C -2.61 -30.64 -23.96  -0.458
C 6.25 -41.71 -21.03  -0.058
C 5.31 -35.20 -18.75  -0.128
H -1.72 -34.42 -30.19  0.091
O 7.56 -29.62 -27.95  0.106
H 0.00 -40.74 -13.53  0.113
N -0.85 -37.99 -26.94  0.040
H 11.87 -29.50 -19.35  0.120
C 6.84 -33.13 -28.45  0.055
H 5.45 -34.63 -22.38  0.065
H 1.66 -38.80 -26.52  0.075
H -0.50 -31.66 -17.13  0.064
C -2.36 -33.64 -15.87  -0.194
C 10.38 -30.23 -17.97  -0.220
H -1.44 -41.73 -22.83  0.111
C 6.33 -31.71 -10.92  -0.255
H 8.37 -35.34 -26.94  0.115
O -4.55 -37.04 -22.87  0.103
H 10.93 -32.34 -19.92  0.070
H 4.55 -35.96 -23.05  0.070
H -3.99 -37.46 -22.20  0.120
C -1.73 -42.82 -21.29  -0.199
H 0.85 -36.91 -29.63  0.124
O 8.18 -26.49 -22.99  0.078
H 8.59 -25.62 -23.03  0.105
H 7.36 -40.83 -23.34  0.120
C 1.55 -24.45 -14.88  -0.115
N 0.18 -41.19 -10.99  0.002
C 11.63 -30.46 -18.89  -0.449
C -1.56 -43.05 -19.93  0.095
H 0.69 -42.33 -13.31  0.121
H 9.31 -39.05 -20.61  0.070
H -2.76 -29.56 -23.97  0.138
H 2.75 -34.30 -19.60  0.119
H -9.63 -39.31 -24.36  0.098
C 3.83 -26.06 -17.31  -0.415
H 3.99 -32.83 -13.23  0.127
H -3.12 -31.53 -16.48  0.129
C 6.42 -25.24 -23.94  -0.293
H 4.47 -35.80 -18.41  0.097
O -2.80 -43.43 -23.41  0.112
C -1.69 -31.04 -22.83  -0.066
H -2.87 -30.99 -26.02  0.128
C 2.59 -41.69 -11.23  -0.039
H -1.23 -30.36 -16.17  0.067
N 5.00 -25.56 -16.58  0.031
C 4.96 -25.27 -24.28  0.093
H 3.12 -39.28 -13.45  0.077
C 4.23 -26.46 -24.38  -0.177
H -6.05 -36.65 -24.86  0.123
C 5.51 -31.98 -12.18  -0.188
O -8.62 -37.48 -25.12  0.091
O 1.93 -40.98 -14.21  -0.204
H 12.37 -31.77 -20.45  0.073
H 3.39 -33.34 -20.78  0.128
H 1.36 -23.41 -14.61  0.083
C 0.91 -41.26 -13.23  -0.184
H -4.58 -44.55 -21.86  0.140
H 3.09 -28.02 -18.07  0.074
H -1.66 -37.41 -27.15  0.065
H -1.53 -31.91 -25.26  0.120
H 11.81 -27.96 -17.56  0.077
C -6.10 -38.67 -21.91  -0.372
H 0.34 -31.37 -26.52  0.087
N 12.82 -30.76 -18.14  0.037
C 7.82 -40.42 -22.45  -0.201
H 4.44 -24.43 -24.71  0.124
C 11.41 -31.38 -20.09  -0.066
C -6.42 -37.35 -24.13  0.088
C 1.36 -40.86 -11.78  -0.395
H -2.09 -30.65 -21.90  0.076
C 3.63 -35.41 -21.15  -0.447
N -2.63 -31.77 -14.48  0.010
C 10.81 -28.09 -17.15  -0.101
H 9.81 -40.03 -24.43  0.063
O 7.47 -31.21 -10.91  0.092
H -2.78 -35.96 -14.76  0.092
C -3.57 -35.52 -15.38  -0.146
H -4.51 -35.83 -14.92  0.091
H 10.09 -27.71 -17.88  0.089
O -3.63 -34.14 -15.40  -0.186
C 3.63 -34.26 -20.24  -0.217
H 6.61 -28.66 -23.23  0.136
H 12.94 -30.12 -17.37  0.065
O 4.20 -28.85 -24.03  0.103
N 2.33 -35.60 -21.69  0.013
H 4.86 -24.77 -15.96  0.060
O 2.71 -24.66 -15.67  -0.209
H 3.09 -39.73 -15.14  0.084
H 7.00 -31.15 -13.09  0.105
H -0.92 -42.42 -19.32  0.132
O 3.90 -33.34 -8.55  0.088
C 6.90 -26.57 -23.51  -0.193
O 7.06 -24.19 -24.14  0.097
H 0.28 -29.81 -27.27  0.080
H 6.82 -29.48 -28.54  0.104
O 2.84 -34.24 -11.17  0.076
H 3.86 -25.49 -18.24  0.127
C -7.36 -39.30 -22.22  0.060
H 10.08 -31.21 -17.62  0.122
C 4.33 -32.72 -12.21  0.072
O -1.01 -29.99 -25.64  -0.173
H 2.22 -26.71 -15.87  0.120
H 3.83 -36.32 -20.57  0.136
H 9.60 -29.93 -18.68  0.118
C 9.70 -38.81 -21.60  -0.078
O -5.50 -39.08 -21.01  0.176
H 4.88 -27.89 -18.20  0.075
H -4.15 -31.26 -22.86  0.062
H 1.78 -38.83 -14.43  0.081
H 2.86 -41.41 -10.21  0.068
H 10.76 -38.80 -21.34  0.080
H -2.99 -30.82 -14.45  0.065
O -4.34 -45.23 -19.38  0.090
C -2.22 -44.22 -19.37  -0.334
C -0.34 -30.55 -26.78  -0.116
O 7.73 -35.07 -27.60  0.115
H 4.06 -28.10 -16.71  0.067
C 3.99 -27.57 -17.66  -0.062
H -1.48 -33.92 -15.29  0.127
H 2.23 -36.50 -22.15  0.079
O -9.41 -39.61 -23.48  0.093
N 9.60 -39.23 -23.86  -0.006

The calculation puts the LUMO energy at -2.0 eV. As for the highest occupied orbital energy: -0.3267 Eh. The calculation puts the largest force on an atom at 0.1356 hartree/bohr. The relative energy (zero: lowest compared OMol25 entry of this formula, charge and spin) is 245.2 kcal per mole. As for the net charge: 0.



Density functional theory data (wB97M-V/def2-TZVPD) for 12 unconnected molecules or ions with the total composition C62H128O36.

Last column: Löwdin charge in e.
Positions of all 226 atoms, in Å:
H 5.38 4.85 3.41  0.137
H -1.17 -4.18 2.83  0.123
H -2.97 -0.75 -2.12  0.084
C 0.30 1.75 -1.39  -0.072
C -8.94 4.58 -4.02  -0.108
C -3.77 -4.74 -0.55  -0.094
C -4.44 4.17 -5.94  -0.278
O -5.53 -2.85 2.74  -0.125
H 1.65 -4.58 5.50  0.137
C 2.02 4.83 -2.71  -0.088
H 3.98 3.49 -1.95  0.113
C -0.64 -6.29 1.68  -0.139
C -8.99 2.93 -5.65  -0.187
H 5.38 -3.04 2.09  0.082
C 3.91 4.91 1.92  -0.215
H -1.96 -0.37 4.87  0.150
H -3.97 -1.56 2.72  0.115
C 0.49 1.88 0.10  -0.251
C 7.21 3.23 -1.47  -0.587
H -10.07 -2.97 2.62  0.089
O 1.04 -3.08 -2.74  -0.177
C 0.03 4.62 2.40  -0.649
H 6.50 -6.45 -0.55  0.086
H 0.12 -6.53 2.40  0.075
O -4.88 -0.10 -2.63  -0.156
H -5.70 5.57 -4.84  0.127
H 0.64 -2.83 -0.68  0.103
C -7.24 -2.69 4.40  -0.142
H 3.03 -2.06 -1.60  0.115
H -8.66 5.62 -3.90  0.084
C 0.94 -3.65 2.49  -0.136
H -3.61 -5.59 0.11  0.080
H 6.11 -7.57 -1.87  0.088
H -8.49 2.64 -6.54  0.107
C 2.56 -0.63 6.28  -0.098
H -0.40 -3.92 -1.53  0.112
H -5.89 3.92 -4.24  0.111
O 4.73 -7.49 -0.44  -0.198
O 0.15 0.51 0.58  0.066
H -0.29 2.51 0.57  0.153
H -5.12 -1.45 1.34  0.127
H -9.71 -1.73 3.82  0.091
C -3.00 -4.22 5.70  -0.088
H -8.82 -1.79 2.24  0.077
C -0.59 1.29 -5.32  -0.293
C -0.49 -3.95 1.97  -0.142
H -2.03 4.45 -0.57  0.091
C 3.66 -0.31 -2.67  -0.153
O 7.68 1.97 -1.52  0.099
H -3.42 -1.03 -3.82  0.092
H -6.75 -1.17 2.96  0.120
O -0.97 -1.17 -0.31  0.149
H -3.11 -3.95 6.73  0.079
C 4.42 4.35 3.22  -0.190
O 2.42 3.58 -3.19  -0.177
C 0.46 0.25 4.10  -0.208
H 3.01 -7.14 -1.39  0.120
H 8.27 -0.27 -0.33  0.099
O -2.00 1.43 -7.21  0.069
C 4.03 1.93 -3.40  -0.174
C 1.52 -4.79 -1.08  -0.167
O -0.53 0.60 -1.52  0.074
O 6.02 3.28 -0.87  0.042
H -10.01 4.34 -3.82  0.102
H -1.00 1.87 -4.51  0.121
C 5.88 2.10 -0.10  -0.095
C 6.07 -7.41 -0.80  -0.111
H 4.53 4.73 1.05  0.129
C 2.01 -4.19 4.54  -0.198
C -5.18 3.11 -6.72  0.001
C 1.91 2.17 0.42  -0.004
H 1.63 -5.34 -2.02  0.134
C 3.54 -5.52 -0.08  -0.189
O -1.98 4.19 -3.56  0.097
O 3.90 -0.74 -0.38  -0.174
H 7.13 -0.68 4.74  0.082
C 3.47 -4.53 4.31  -0.168
C 0.65 -3.60 -1.45  -0.180
C 3.88 -6.58 -1.13  -0.194
H 2.06 -3.10 4.59  0.104
H -2.78 5.06 1.71  0.145
C 4.92 2.40 4.44  -0.194
O -8.54 4.23 -5.34  -0.196
C 7.36 0.14 0.15  0.001
C -8.69 1.80 -4.58  -0.196
C -3.51 -0.34 -2.98  -0.073
H 1.32 0.32 -5.77  0.104
H -0.72 -6.99 0.87  0.090
H 5.43 -4.79 2.62  0.091
H 3.05 -6.08 0.71  0.127
O -7.31 1.80 -4.24  -0.174
H 2.04 -0.62 -1.38  0.127
C 6.71 1.10 -0.84  -0.272
H 0.80 0.23 -4.05  0.086
C -1.53 -2.52 5.24  -0.195
H 3.53 1.74 -4.34  0.117
H 2.54 5.63 -3.25  0.098
C 5.37 0.98 4.26  -0.162
C 3.07 -0.98 -1.48  -0.202
C -3.77 -3.11 1.22  -0.180
H 5.87 -3.51 3.77  0.087
O 0.74 3.86 2.95  0.167
H 2.42 -1.04 1.04  0.081
O -2.85 -3.01 4.96  -0.188
C -1.62 5.46 -0.55  -0.036
H -7.75 -1.96 5.07  0.126
H -3.88 -4.75 5.36  0.088
H 4.83 1.89 -0.06  0.111
H -2.11 -4.80 5.58  0.080
C -6.95 0.66 -3.44  -0.154
H -2.27 6.67 2.34  0.134
H -0.89 -3.09 1.41  0.101
H 0.15 -2.50 -4.46  0.088
H -4.45 -5.11 -1.31  0.085
O 2.79 -4.43 -0.54  -0.149
H 0.07 1.81 -7.29  0.130
O -3.40 -0.16 -6.62  0.143
H 4.09 2.39 5.16  0.123
H 6.54 -8.20 -0.24  0.086
C -0.50 -0.11 -0.42  -0.649
H 4.41 -6.09 -1.94  0.129
H 6.22 2.26 0.93  0.137
C -5.20 4.62 -4.70  0.016
H 0.90 -2.64 2.91  0.120
H 4.41 4.00 -3.56  0.141
H 6.69 -0.71 0.15  0.075
C -2.39 0.45 -6.43  -0.634
H 4.51 -5.18 0.26  0.119
O 6.61 0.92 3.48  -0.203
H 2.73 7.62 3.15  0.087
H 6.14 0.56 -1.60  0.124
H 2.95 4.49 1.68  0.088
H 2.07 2.25 1.50  0.077
H 2.20 4.95 -1.66  0.076
H -0.93 5.58 -1.38  0.076
O 0.07 -0.90 4.75  -0.159
H -8.98 0.88 -5.10  0.124
H -6.03 3.64 -7.15  0.094
H 2.63 1.48 -0.08  0.089
H -9.32 1.85 -3.65  0.132
H 5.81 2.94 4.81  0.141
C -1.28 -1.22 4.54  -0.199
H -3.08 0.61 -3.29  0.077
H -4.56 2.75 -7.55  0.089
H 3.73 4.61 4.09  0.145
H -0.40 -1.57 -3.06  0.059
C -3.01 4.24 -4.20  -0.635
H -4.09 5.03 -6.53  0.163
O -1.04 5.19 2.94  0.081
H 2.05 3.16 -0.02  0.079
H 4.78 -0.43 -2.68  0.133
H 2.35 1.29 3.70  0.111
C 1.97 0.37 4.15  -0.145
O 7.75 4.17 -1.99  0.146
C 3.76 3.33 -3.00  -0.221
H -2.83 -4.45 -1.02  0.073
H 3.32 -2.48 0.61  0.080
H 1.00 -5.33 -0.28  0.113
H 4.11 -4.27 5.14  0.119
C -1.92 5.72 1.95  -0.067
H 4.66 0.28 3.83  0.104
H 0.14 0.30 3.04  0.122
H -0.80 -3.21 4.83  0.098
C -0.97 5.82 0.74  -0.281
H 3.28 -0.65 -3.60  0.118
O 0.10 4.88 1.11  0.070
C 3.42 -1.39 0.80  -0.059
H 1.57 -1.05 6.51  0.079
O 3.86 -3.65 3.23  -0.222
O 4.54 2.95 3.19  -0.136
H -0.10 1.08 4.56  0.138
H -8.33 3.99 -3.29  0.092
H -0.97 3.12 -6.52  0.132
H 1.71 -3.80 1.73  0.112
O -4.49 -3.70 0.12  -0.168
O 3.42 1.08 -2.44  -0.155
H -5.46 -1.50 4.20  0.129
H -0.25 2.57 -1.86  0.137
C 2.61 6.64 2.73  -0.088
C 7.23 -0.32 3.70  -0.136
H -5.36 -0.10 -4.67  0.135
H 1.25 1.55 -1.88  0.104
C -5.50 0.47 -3.73  -0.246
H -6.72 -3.50 4.92  0.124
H 2.29 5.88 3.45  0.080
H -7.07 0.81 -2.36  0.135
H 3.69 -5.55 3.97  0.134
O -8.31 -3.30 3.57  -0.193
C 5.21 -3.75 2.92  -0.134
H -2.93 -2.62 0.78  0.096
C -9.24 -2.38 3.05  -0.142
C 0.81 0.87 -4.97  -0.008
H 2.45 -0.48 3.65  0.110
H -1.56 -6.39 2.32  0.101
H -2.50 6.07 -0.71  0.099
H 6.84 -1.12 3.04  0.078
H 0.96 4.97 -2.85  0.072
H 3.20 -1.36 5.77  0.084
C -0.09 -2.55 -3.41  -0.102
H -5.47 2.27 -6.06  0.091
O -0.54 -5.07 1.08  -0.219
H -7.55 -0.20 -3.75  0.128
H 5.09 1.78 -3.59  0.134
H -1.33 -2.48 6.33  0.141
O -4.04 4.90 -3.70  0.080
H 4.03 -1.11 1.63  0.066
H 5.64 0.58 5.29  0.137
C -4.58 -2.12 2.00  -0.193
H 2.97 -0.34 7.24  0.083
H 8.29 -0.10 3.52  0.096
H -5.03 1.43 -3.86  0.111
O 1.18 -4.62 3.50  -0.137
O -1.49 0.18 -5.48  0.080
H 1.80 6.77 2.00  0.084
O 2.45 0.56 5.52  -0.199
H 1.35 1.76 -4.67  0.067
H -10.07 2.92 -5.80  0.122
H -3.53 -3.88 1.97  0.130
O -3.17 3.70 -5.39  0.075
H -0.98 -3.19 -3.30  0.096
H 7.54 0.50 1.16  0.064
O 3.82 6.28 2.09  -0.153
H -1.48 -1.29 3.44  0.131
C -0.79 2.04 -6.65  -0.027
H -0.65 6.84 0.63  0.144
C -6.25 -1.94 3.55  -0.223

The calculation puts the LUMO energy at 0.2 eV. As for the highest occupied orbital energy: -0.3372 Eh. The calculation puts the largest force on an atom at 0.0710 hartree/bohr. The relative energy (zero: lowest compared OMol25 entry of this formula, charge and spin) is 0.0 kcal per mole. As for the net charge: 0.